Below is a cluster of 2 separate species, C2H8P2S in total, with properties calculated with ωB97M-V/def2-TZVPD.

Last column: Löwdin charge in e.
Geometry (Å):
C  0.535  1.769  0.998  -0.50
C  -0.308  -1.919  -1.056  -0.49
P  -2.018  0.354  1.134  0.41
P  -0.088  0.183  1.760  0.46
S  1.006  -0.737  -1.559  0.58
H  -0.254  2.606  0.865  0.05
H  1.349  2.187  1.539  -0.01
H  1.010  1.389  0.112  -0.06
H  -1.039  -1.752  -1.842  0.01
H  0.028  -2.961  -1.428  0.05
H  -0.657  -1.746  -0.041  -0.08
H  -1.691  1.385  0.346  -0.26
H  2.128  -0.759  -0.829  -0.16

E in a.u.: -1161.79731
Highest occupied orbital energy in eV: -9.1
Charge: 0
Gap between HOMO and LUMO in eV: 8.3
Multiplicity: 1
ΔE to the lowest compared entry with this formula, charge and spin in kcal per mole: 60.2